P) Density functional theory data (ωB97M-V/def2-TZVPD) for 2 unconnected molecules or ions with the total composition C2H3ClN2.

Summary:
* orbital gap (alpha / beta): 8.04 / 8.04 eV
* spin multiplicity: 1
* molar mass: 90.51 g/mol

XYZ file:
```
8
C2H3ClN2 | the Open Molecules 2025 dataset | ωB97M-V/def2-TZVPD
C 1.232 -0.249 1.049
C -0.839 -0.262 -0.894
N 1.785 -1.136 1.524
N 0.635 0.675 0.388
Cl -0.146 2.073 1.063
H -1.494 -0.950 -0.421
H -1.024 0.698 -1.205
H -0.150 -0.849 -1.504
```

=====

Q) Density functional theory data (ωB97M-V/def2-TZVPD) for C2H3ClN2 in the gas phase.

Summary:
* orbital gap: 8.64 eV
* spin multiplicity: 1
* molar mass: 90.51 g/mol

XYZ file:
```
8
C2H3ClN2 | the Open Molecules 2025 dataset | ωB97M-V/def2-TZVPD
C -0.116 0.475 0.284
C 0.048 -1.012 0.088
N -0.324 2.044 -1.543
N -0.085 1.348 -0.676
Cl 0.713 1.022 1.716
H -0.938 -1.076 -0.383
H -0.124 -1.470 1.048
H 0.826 -1.331 -0.535
```

=====

Which of them is the least stable? Correct choice: P).

=====

P) Density functional theory data (ωB97M-V/def2-TZVPD) for 2 unconnected molecules or ions with the total composition CH6P2.

Summary:
* orbital gap (alpha / beta): 8.55 / 6.55 eV
* spin multiplicity: 1
* molar mass: 80.01 g/mol

XYZ file:
```
9
CH6P2 | the Open Molecules 2025 dataset | ωB97M-V/def2-TZVPD
C 0.226 -0.388 0.164
P 1.691 0.482 0.098
P -1.317 0.511 -0.142
H 0.075 -1.292 -0.513
H -0.938 -1.198 -2.328
H 1.515 1.713 0.948
H 2.451 -0.320 0.854
H -1.447 1.060 1.062
H -2.257 -0.567 -0.143
```

=====

Q) Density functional theory data (ωB97M-V/def2-TZVPD) for 2 unconnected molecules or ions with the total composition CH6P2.

Summary:
* orbital gap: 8.54 eV
* spin multiplicity: 1
* molar mass: 80.01 g/mol

XYZ file:
```
9
CH6P2 | the Open Molecules 2025 dataset | ωB97M-V/def2-TZVPD
C 1.353 -0.519 -0.034
P -1.664 0.077 0.699
P -0.231 0.212 -0.876
H 1.458 -0.448 1.037
H 2.096 0.061 -0.634
H 1.538 -1.485 -0.305
H -2.517 1.043 0.046
H -2.546 -0.922 0.140
H 0.514 1.980 -0.074
```

=====

Which of them is the least stable? Correct choice: P).

=====

P) Density functional theory data (ωB97M-V/def2-TZVPD) for H2NO2P in the gas phase.

Summary:
* orbital gap (alpha / beta): 5.57 / 9.20 eV
* spin multiplicity: 1
* molar mass: 78.99 g/mol

XYZ file:
```
6
H2NO2P | the Open Molecules 2025 dataset | ωB97M-V/def2-TZVPD
N -0.377 -0.555 0.369
O 0.815 -0.779 -2.259
O 0.306 0.634 -0.074
P 1.167 0.504 -1.780
H -0.549 -1.222 -0.523
H 0.524 1.148 0.824
```

=====

Q) Density functional theory data (ωB97M-V/def2-TZVPD) for H2NO2P in the gas phase.

Summary:
* orbital gap (alpha / beta): 8.38 / 8.38 eV
* spin multiplicity: 1
* molar mass: 78.99 g/mol

XYZ file:
```
6
H2NO2P | the Open Molecules 2025 dataset | ωB97M-V/def2-TZVPD
O 2.123 0.385 -0.095
N 0.985 0.791 0.122
P -0.438 -0.280 0.034
O -0.613 -1.751 0.090
H -0.852 0.569 -1.164
H -1.204 0.286 1.013
```

=====

Which of them is the least stable? Correct choice: P).